Molecular formula: C4H6OP2
Method: DFT, the ωB97M-V functional and the def2-TZVPD basis

Geometry as XYZ:
```
13
Properties=species:S:1:pos:R:3:forces:R:3:mulliken_charge:R:1
P 1.017242 -0.084823 0.726809 -0.0468 1.1963 0.0447 -0.03
P 2.133388 1.802176 0.607303 -0.6885 0.1743 0.2458 -0.13
O 1.222486 0.031412 -1.927305 -0.0616 -0.4495 0.6419 -0.49
C 1.099246 -0.780663 -0.984243 -0.9127 0.0494 -0.6407 0.49
C -0.849943 2.385125 1.104124 2.2615 1.2273 -2.4704 -0.75
C 0.869067 -2.268156 -1.157059 0.0803 -0.0006 -0.0483 -1.08
C 0.482543 1.666922 0.893538 -0.3707 -1.1669 1.3578 0.23
H -1.208104 2.203198 0.017552 -0.2382 1.3526 1.6513 0.22
H 1.840352 -2.669202 -1.048076 1.3247 -0.8278 -0.1331 0.31
H 0.547404 -2.504434 -2.160035 -0.2038 0.2061 -0.3495 0.32
H 0.281466 -2.875024 -0.469661 -0.4163 0.8154 0.3595 0.33
H -0.663246 3.432841 1.508851 -0.0833 -0.7719 -1.5810 0.25
H -1.599858 2.105733 1.781627 -0.6447 -1.8048 0.9219 0.32
```
Positions in Å, forces in eV/Å.

## Properties
E = -913.7725 Ha
largest force on an atom = 3.57 eV/Å
2S+1 = 3
total charge = 0
orbital gap (spin up / spin down) = 5.85 / 6.72 eV
LUMO energy (spin up / spin down) = -0.04 / -2.25 eV

***

Molecular formula: C4H6OS
Method: DFT, the ωB97M-V functional and the def2-TZVPD basis

Geometry as XYZ:
```
12
Properties=species:S:1:pos:R:3:forces:R:3:mulliken_charge:R:1
S 0.337386 -1.302498 0.131641 1.4588 0.9078 -0.2967 -0.29
O 2.802814 -0.348879 0.294287 -1.3440 -0.3734 0.7177 -0.44
C 1.498421 -0.104228 -0.041339 -0.5703 -3.2081 2.4597 0.40
C -2.614870 -0.470372 0.669489 -1.4505 -0.9468 1.2554 -0.46
C -3.379767 -0.921523 -0.152523 0.6695 0.3578 -1.3241 -0.21
C 1.162659 1.229423 -0.413069 2.1776 2.4417 -4.0603 -0.85
H 0.293820 1.204804 -1.107727 0.3987 0.3702 0.9943 0.29
H -3.744891 -1.227665 -1.119362 -0.1574 0.0670 0.5192 0.33
H 2.092113 1.479899 -1.123585 -1.7667 -0.1152 1.0645 0.27
H 1.215539 2.098592 0.268056 -0.3518 -0.9806 0.2133 0.29
H 2.748282 -1.168507 0.866288 0.2777 0.8999 -1.1189 0.35
H -2.411510 -0.469050 1.727841 0.6584 0.5796 -0.4242 0.33
```
Positions in Å, forces in eV/Å.

## Properties
E = -629.3105 Ha
largest force on an atom = 5.21 eV/Å
SMILES string = CC(O)=S.C#C
energy above the lowest of the compared OMol25 structures with the same formula, charge and spin = 3.719 eV
2S+1 = 1
total charge = 0
orbital gap = 8.76 eV
LUMO energy = 0.13 eV

***

Molecular formula: C4H6OS
Method: DFT, the ωB97M-V functional and the def2-TZVPD basis

Geometry as XYZ:
```
12
Properties=species:S:1:pos:R:3:forces:R:3:mulliken_charge:R:1
S 0.603530 -0.189750 -1.635617 -0.2112 0.2445 0.7024 -0.13
O -1.536272 -0.153527 -0.294293 -0.9287 0.9505 2.2671 -0.32
C -1.145102 0.435244 -1.536002 0.0440 -0.0500 1.0543 -0.24
C 0.705370 -0.148636 0.173581 3.1978 0.5851 0.9273 0.43
C -0.611567 -0.098654 0.843657 -0.1702 -1.0812 0.3421 -0.48
C 1.886366 -0.242800 0.891136 -7.4488 0.6212 2.2489 -0.91
H 2.608742 -0.397887 0.253309 4.9369 -0.7176 -1.9840 0.40
H 1.721996 -0.321395 2.040090 1.1705 0.1275 -2.3145 0.23
H -1.919882 -0.145431 -2.154979 1.6205 1.6011 -0.0688 0.27
H -0.701364 0.919998 1.671745 -0.1200 -3.3383 -2.5522 0.24
H -0.522740 -1.292731 1.336606 -1.4241 3.8167 -0.7640 0.27
H -1.089078 1.635570 -1.589233 -0.6668 -2.7595 0.1413 0.25
```
Positions in Å, forces in eV/Å.

## Properties
E = -629.2923 Ha
largest force on an atom = 7.81 eV/Å
SMILES string = C=C1COCS1
energy above the lowest of the compared OMol25 structures with the same formula, charge and spin = 4.215 eV
2S+1 = 1
total charge = 0
orbital gap = 9.10 eV
LUMO energy = 0.74 eV

***

Repeat the second record exactly.
Molecular formula: C4H6OS
Method: DFT, the ωB97M-V functional and the def2-TZVPD basis

Geometry as XYZ:
```
12
Properties=species:S:1:pos:R:3:forces:R:3:mulliken_charge:R:1
S 0.337386 -1.302498 0.131641 1.4588 0.9078 -0.2967 -0.29
O 2.802814 -0.348879 0.294287 -1.3440 -0.3734 0.7177 -0.44
C 1.498421 -0.104228 -0.041339 -0.5703 -3.2081 2.4597 0.40
C -2.614870 -0.470372 0.669489 -1.4505 -0.9468 1.2554 -0.46
C -3.379767 -0.921523 -0.152523 0.6695 0.3578 -1.3241 -0.21
C 1.162659 1.229423 -0.413069 2.1776 2.4417 -4.0603 -0.85
H 0.293820 1.204804 -1.107727 0.3987 0.3702 0.9943 0.29
H -3.744891 -1.227665 -1.119362 -0.1574 0.0670 0.5192 0.33
H 2.092113 1.479899 -1.123585 -1.7667 -0.1152 1.0645 0.27
H 1.215539 2.098592 0.268056 -0.3518 -0.9806 0.2133 0.29
H 2.748282 -1.168507 0.866288 0.2777 0.8999 -1.1189 0.35
H -2.411510 -0.469050 1.727841 0.6584 0.5796 -0.4242 0.33
```
Positions in Å, forces in eV/Å.

## Properties
E = -629.3105 Ha
largest force on an atom = 5.21 eV/Å
SMILES string = CC(O)=S.C#C
energy above the lowest of the compared OMol25 structures with the same formula, charge and spin = 3.719 eV
2S+1 = 1
total charge = 0
orbital gap = 8.76 eV
LUMO energy = 0.13 eV

***

> Look up the E of the first one.

-913.7725 Ha